Computed, not measured: an isolated molecule of C17H18ClN3OS, with the ωB97M-V functional and the def2-TZVPD basis.

ORCA input file:
```
! wB97M-V def2-TZVPD RIJCOSX def2/J DEFGRID3
* xyz 0 1
O -0.9671 -1.6090 2.0221
C -1.1789 -1.3423 0.8581
N -0.5180 -0.3512 0.2160
C -0.4947 -0.0755 -1.1992
H -1.2324 -0.6703 -1.7326
C 0.9060 -0.3834 -1.7437
N 1.8902 0.4099 -1.0402
C 3.0556 0.7984 -1.6819
C 4.3063 0.7075 -1.0648
C 5.4358 1.1705 -1.7142
C 5.3756 1.7195 -2.9822
C 4.1371 1.8033 -3.5975
C 2.9957 1.3593 -2.9639
H 2.0439 1.4697 -3.4598
H 4.0639 2.2333 -4.5851
H 6.2685 2.0706 -3.4722
Cl 6.9662 1.0385 -0.9150
H 4.4151 0.2628 -0.0896
C 1.8833 0.1270 0.3790
H 2.5912 0.7835 0.8840
C 0.4830 0.4116 0.9315
H 0.4262 0.1356 1.9850
H 0.2570 1.4769 0.8168
H 2.1487 -0.9212 0.5866
H 0.9441 -0.1738 -2.8109
H 1.1098 -1.4576 -1.5954
H -0.7146 0.9876 -1.3514
C -2.2163 -2.0973 0.0331
H -1.7484 -2.8828 -0.5606
H -2.8016 -1.4295 -0.5953
S -3.3723 -2.9327 1.1529
C -3.9838 -1.5184 1.9909
N -3.6256 -0.3374 1.5151
C -4.0555 0.7433 2.1451
C -4.8664 0.7013 3.2640
C -5.2516 -0.5448 3.7476
C -4.8073 -1.6812 3.1045
H -5.0681 -2.6718 3.4404
H -5.8862 -0.6233 4.6184
H -5.1881 1.6109 3.7458
H -3.7265 1.6825 1.7187
*
```

Values from the calculation:
SMILES ... O=C(CSc1ccccn1)N1CCN(c2cccc(Cl)c2)CC1
LUMO ... 0.627 eV
ΔE to the lowest compared entry with this formula, charge and spin ... 4.5 kcal per mole
HOMO ... -8.13 eV
Electronic energy ... -1756.510292 Ha

=====

Computed, not measured: a structure of composition C15H28BeFINbO2, with the ωB97M-V functional and the def2-TZVPD basis.

ORCA input file:
```
! wB97M-V def2-TZVPD RIJCOSX def2/J DEFGRID3
* xyz 1 1
C 3.5531 3.0335 0.4344
C 2.5113 2.4395 0.2327
C 1.3515 1.7587 -0.3467
Nb 1.4949 -0.4964 -0.0416
C 3.4102 -0.2656 -1.3315
F 2.5467 -0.0670 1.6041
C -0.3090 -0.6488 1.2525
C -0.4728 -1.8811 2.1653
C -1.8626 -2.5303 1.8990
C 0.4309 -0.9407 -1.9410
C -1.1178 -0.8523 -1.9699
C -1.7079 0.5714 -2.0018
C -3.0870 0.7094 -1.2922
C -3.0041 1.4526 0.0586
O -3.5041 2.7667 -0.0378
C -3.2212 3.4434 1.1814
C 2.1976 -2.6654 0.2163
C 3.0944 -2.7555 1.4294
O 2.7384 -3.1377 2.4882
I 5.2111 -2.2037 1.3016
H 4.4335 3.5853 0.6813
H 1.1774 1.9646 -1.4278
H 0.4607 2.0895 0.2061
H 3.7570 0.8037 -1.2771
H 3.1084 -0.4494 -2.3771
H 4.1929 -0.9975 -1.1152
H -1.2639 -0.4699 0.7397
H -0.2242 0.2279 1.9202
H 0.2609 -2.6881 2.1141
H -0.5109 -1.5526 3.2111
H -1.9944 -3.4490 2.4751
H -2.6737 -1.8374 2.1436
H -1.9290 -2.7604 0.8278
H 0.8617 -0.3392 -2.7618
H 0.7027 -1.9831 -2.1958
H -1.5606 -1.4848 -1.1926
H -1.4398 -1.3284 -2.9077
H -1.8804 0.8528 -3.0471
H -1.0569 1.3505 -1.5863
H -3.7435 1.3291 -1.9118
H -3.5534 -0.2694 -1.1458
H -3.5396 0.8825 0.8376
H -1.9492 1.5042 0.3968
H -3.2360 2.7529 2.0386
H -3.9496 4.2246 1.3954
H -2.1924 3.8322 1.1185
H 1.3255 -3.3227 0.2805
H 2.8382 -2.8906 -0.6450
Be 3.3250 2.6917 -2.0966
*
```

Values from the calculation:
LUMO ... -8.203 eV
HOMO ... -11.78 eV
Electronic energy ... -1207.416555 Ha

=====

Computed, not measured: a structure of composition BeFH12O6, with the ωB97M-V functional and the def2-TZVPD basis.

ORCA input file:
```
! wB97M-V def2-TZVPD RIJCOSX def2/J DEFGRID3
* xyz 1 1
Be 5.2360 -30.0140 7.4060
F 4.1970 -28.9740 7.5620
O 4.9190 -31.3850 6.4710
H 5.5910 -31.6330 5.8100
H 4.0910 -31.2830 5.9530
O 6.8090 -29.5700 6.9060
H 7.5840 -29.5950 7.4380
H 7.1260 -29.3980 6.0220
O 3.2200 -27.4590 9.3630
H 3.5870 -28.1400 8.7190
H 3.1990 -28.0570 10.0630
O 5.6180 -30.7080 8.9530
H 6.0090 -29.9610 9.5000
H 4.8100 -30.9780 9.4310
O 3.4360 -26.5930 6.4330
H 3.7790 -27.3680 6.8760
H 2.8580 -26.1850 7.0570
O 2.4450 -30.9580 5.5690
H 1.5920 -31.4070 5.3080
H 2.2650 -30.0340 5.6510
*
```

Values from the calculation:
LUMO ... -4.198 eV
ΔE to the lowest compared entry with this formula, charge and spin ... 4.6 kcal per mole
HOMO ... -13.40 eV
Electronic energy ... -573.173016 Ha

=====

Computed, not measured: a cluster of 3 separate species, C4H15N2O2 in total, with the ωB97M-V functional and the def2-TZVPD basis.

ORCA input file:
```
! wB97M-V def2-TZVPD RIJCOSX def2/J DEFGRID3
* xyz 1 1
C 1.9596 1.5285 1.1181
C 1.0937 0.6315 1.9884
C 0.1749 -0.2828 1.2345
C 0.5964 -0.9730 0.2043
N -0.2995 -1.8624 -0.5415
N 1.1179 2.4840 0.4209
H 2.5801 0.9391 0.4395
H 2.7455 1.9788 1.7146
H 0.5217 1.2916 2.6358
H 1.6833 0.1184 2.7510
H -0.8834 -0.2042 1.4801
H 1.6278 -1.0053 -0.0999
H -0.3124 -1.6054 -1.5353
H 0.0663 -2.8147 -0.5365
H -1.2860 -1.8225 -0.1999
H 0.4409 2.9177 1.0363
H 1.6743 3.2541 0.0725
H -1.6986 0.6600 -3.2660
H -0.4704 -0.1905 -3.3751
O -1.3910 -0.2368 -3.0832
H -3.7098 -2.2768 -0.7535
H -3.2901 -0.8364 -0.9903
O -2.9411 -1.6931 -0.7148
*
```

Values from the calculation:
LUMO ... -2.976 eV
ΔE to the lowest compared entry with this formula, charge and spin ... 35.2 kcal per mole
HOMO ... -12.40 eV
Electronic energy ... -421.137414 Ha

=====

Computed, not measured: a structure of composition C6H11NO2, with the ωB97M-V functional and the def2-TZVPD basis.

ORCA input file:
```
! wB97M-V def2-TZVPD RIJCOSX def2/J DEFGRID3
* xyz 0 1
C 0.2300 -0.0311 -0.0318
C -0.6729 0.9784 0.3452
C 0.3927 -0.3802 -1.4771
C 0.5892 -1.1101 0.9430
C 1.5289 1.6259 0.2656
C -2.7172 -1.0685 -0.2868
O 2.3435 1.3965 1.3188
N -2.2506 -0.1157 0.3641
O 1.7646 2.4731 -0.5478
H 3.0876 2.0298 1.3059
H -0.7319 1.2605 1.3882
H -0.9958 1.6963 -0.3992
H -0.2169 -1.2589 -1.7077
H 0.0993 0.4361 -2.1335
H 1.6074 -1.4596 0.7664
H -0.0664 -1.9695 0.7761
H 0.4920 -0.7745 1.9730
H 1.4302 -0.6471 -1.6833
H -2.1890 -1.6205 -1.0939
H -3.7248 -1.4607 -0.0851
*
```

Values from the calculation:
LUMO ... 0.286 eV
ΔE to the lowest compared entry with this formula, charge and spin ... 119.2 kcal per mole
HOMO ... -7.38 eV
Electronic energy ... -440.297247 Ha

=====

Computed, not measured: a cluster of 6 separate species, C4H20N8O6 in total, with the ωB97M-V functional and the def2-TZVPD basis.

ORCA input file:
```
! wB97M-V def2-TZVPD RIJCOSX def2/J DEFGRID3
* xyz 1 2
C 2.3073 1.0111 2.6030
O 2.6219 2.0667 2.1107
N 1.2339 0.3230 2.2161
N 2.8934 0.4244 3.6285
H 0.7483 0.6152 1.3801
H 1.0216 -0.5171 2.7350
H 3.7852 0.7173 4.0014
H 2.4511 -0.3879 4.0343
C -3.4694 2.3588 3.5033
O -3.6536 1.7825 4.5241
N -3.8881 3.5450 3.1981
N -2.8486 1.7596 2.5550
H -3.3763 4.0133 2.4641
H -4.3199 4.0872 3.9327
H -2.6436 2.2796 1.7138
H -2.5219 0.8043 2.5811
C 0.9246 -1.5136 -4.2560
O 1.8998 -1.1759 -3.6699
N -0.2176 -1.5213 -3.5847
N 0.8755 -1.9777 -5.4575
H -1.0475 -1.8877 -4.0287
H -0.2355 -1.4444 -2.5778
H 1.7475 -1.9441 -5.9660
H 0.0293 -2.3201 -5.8896
C 0.9951 -2.4547 -0.4449
O -0.0533 -2.1093 -0.8827
N 1.2459 -2.6303 0.8161
N 2.0405 -2.7256 -1.1937
H 2.1424 -3.0107 1.0841
H 0.5382 -2.3102 1.4617
H 1.9550 -2.6537 -2.1975
H 2.7604 -3.3155 -0.8014
O -0.3550 0.6597 0.1163
H -0.9485 1.2386 -0.3621
H -0.5930 -0.2208 -0.1738
O -1.3093 2.8982 -3.4365
H -0.6172 2.8088 -2.7814
H -2.1188 2.7271 -2.9553
*
```

Values from the calculation:
LUMO (alpha / beta) ... -3.602 / -9.280 eV
ΔE to the lowest compared entry with this formula, charge and spin ... 22.4 kcal per mole
HOMO (alpha / beta) ... -12.04 / -12.04 eV
Electronic energy ... -1053.651081 Ha

=====

Computed, not measured: an isolated molecule of C6H9N, with the ωB97M-V functional and the def2-TZVPD basis.

ORCA input file:
```
! wB97M-V def2-TZVPD RIJCOSX def2/J DEFGRID3
* xyz 0 1
C 0.4356 -1.2553 -1.0351
C -0.2576 -0.4802 0.1024
C 0.7478 0.3660 0.9213
C 0.3724 1.6134 0.0974
C -0.9254 0.8722 -0.3151
C -1.0632 -1.4263 0.8827
N -1.6674 -2.1976 1.5001
H -0.2636 -1.8254 -1.6573
H 1.1421 -1.9724 -0.6001
H 1.0057 -0.5834 -1.6863
H 1.7837 0.0208 0.9116
H 0.3901 0.4634 1.9485
H 0.2600 2.5312 0.6832
H 1.0551 1.8251 -0.7312
H -1.7548 1.1905 0.3287
H -1.2605 0.8580 -1.3508
*
```

Values from the calculation:
SMILES ... CC1(C#N)CCC1
LUMO ... 0.843 eV
ΔE to the lowest compared entry with this formula, charge and spin ... 23.5 kcal per mole
HOMO ... -10.99 eV
Electronic energy ... -288.744571 Ha

=====

Computed, not measured: a structure of composition C36H35EuN3O4P2, with the ωB97M-V functional and the def2-TZVPD basis.

ORCA input file:
```
! wB97M-V def2-TZVPD RIJCOSX def2/J DEFGRID3
* xyz 1 7
Eu -0.6968 0.1815 1.3356
C -0.2455 0.3791 -3.5719
N -0.4597 0.1573 -2.1614
P 0.7142 -0.6676 -1.1620
C 0.1084 -2.3712 -1.0378
C 1.0801 -3.3364 -0.7370
C 0.7126 -4.6615 -0.5714
C -0.6177 -5.0192 -0.7295
C -1.5835 -4.0590 -0.9854
C -1.2339 -2.7286 -1.1031
C 2.2086 -0.7966 -2.0430
C 2.2177 -1.6800 -3.1041
C 3.3755 -1.8015 -3.8528
C 4.4855 -1.0620 -3.5012
C 4.4665 -0.1878 -2.4161
C 3.3130 -0.0179 -1.6868
P -1.7897 0.9181 -1.2839
C -3.0796 1.2344 -2.4535
C -3.5897 0.1477 -3.1608
C -4.5361 0.3458 -4.1444
C -4.9406 1.6437 -4.4245
C -4.4086 2.7286 -3.7575
C -3.4562 2.5423 -2.7780
C -1.1379 2.5374 -0.7519
C -1.8942 3.2377 0.2012
C -1.5408 4.5100 0.6147
C -0.4893 5.1587 -0.0134
C 0.2029 4.5377 -1.0439
C -0.1038 3.2279 -1.3922
H -0.4660 -0.5150 -4.1602
H 0.7822 0.7094 -3.7602
H -0.8978 1.2187 -3.9235
H 2.1281 -3.0174 -0.6494
H 1.4766 -5.4115 -0.3240
H -0.9264 -6.0693 -0.6475
H -2.6296 -4.3455 -1.0778
H -1.9725 -1.9577 -1.2841
H 1.3001 -2.2440 -3.3462
H 3.3895 -2.4832 -4.7086
H 5.4300 -1.1752 -4.0667
H 5.3680 0.3998 -2.1520
H 3.2461 0.6919 -0.8607
H -3.2099 -0.8493 -2.9130
H -4.9869 -0.4943 -4.6798
H -5.6775 1.8280 -5.2087
H -4.7057 3.7524 -3.9931
H -2.9763 3.3918 -2.2804
H -2.8031 2.7594 0.5713
H -2.0676 4.9879 1.4470
H -0.1744 6.1502 0.3175
H 0.9934 5.0581 -1.5945
H 0.4427 2.7784 -2.2220
O -1.5692 -0.3711 3.5829
N -0.7352 0.5487 4.0826
C -0.8840 1.9375 3.7264
C -0.3418 2.8957 4.7226
C 0.6688 2.4234 5.5657
C 1.0630 1.0743 5.5355
C 0.3094 0.1225 4.8595
H -1.9385 2.1450 3.4652
H -0.6382 3.9522 4.7501
H 1.1552 3.1140 6.2868
H 1.9837 0.7449 6.0540
H 0.4692 -0.9495 4.9910
O 1.2660 2.2192 2.0521
C 0.1845 2.6049 2.4542
O 0.6528 -1.5455 1.7840
N 1.6873 -2.1406 2.3924
C 2.8832 -1.5450 2.3760
C 3.9014 -2.1236 3.1093
C 3.6645 -3.3527 3.7188
C 2.4232 -3.9689 3.6289
C 1.4117 -3.3135 2.9780
H 2.9773 -0.6138 1.8314
H 4.8734 -1.6017 3.1917
H 4.4752 -3.8639 4.2259
H 2.2264 -4.9398 4.1010
H 0.3965 -3.6761 2.8737
O -3.2701 0.1851 1.5116
H -4.0575 -0.0095 0.9833
H -3.3828 -0.2145 2.3983
*
```

Values from the calculation:
LUMO (alpha / beta) ... -2.493 / -2.498 eV
HOMO (alpha / beta) ... -8.41 / -7.58 eV
Electronic energy ... -3250.643260 Ha